1.
The ion C5H8IN6 with charge +1, computed with ωB97M-V/def2-TZVPD.

Element x y z (Å)
C -0.391 -1.175 -0.542
C -0.759 0.076 -2.670
H 1.178 2.828 -0.378
H -1.440 -0.200 0.662
H 0.441 -2.860 0.009
N 0.818 1.988 -0.031
C -0.371 0.089 -1.329
N 0.181 0.482 1.547
I -1.473 -1.602 -3.755
C 0.932 1.469 1.261
C 0.040 1.408 -1.056
H -0.758 1.785 -4.013
N -0.580 1.326 -3.116
H 0.220 0.256 2.556
N -0.057 2.075 -2.203
H -1.464 -2.008 0.933
N -1.375 -1.148 0.351
N 0.418 -2.196 -0.695
H 0.950 -2.521 -1.460
H 1.652 1.931 2.048

Atoms 1-6, force components in eV/Å:
C -1.2 1.6 -0.1
C -0.4 -1.0 -0.1
H 1.1 1.5 0.2
H -0.8 0.3 1.1
H -0.3 -1.5 1.7
N -0.8 -1.7 0.6

Its SMILES is [H]/N=C/Nc1n[nH]c(I)c1C(N)=[NH2+]. The calculation puts the LUMO energy at -3.16 eV. The value obtained for the gap between HOMO and LUMO is 9.0 eV. The net charge is +1.

2.
An isolated molecule of CH3INOP, computed with ωB97M-V/def2-TZVPD.

Element x y z (Å)
H -1.207 -0.394 1.338
H 0.166 1.710 -0.365
P -1.691 0.298 0.068
C 0.852 -0.253 -0.181
H -1.469 -0.804 -0.659
O 0.475 -1.530 -0.011
N -0.032 0.702 -0.206
I 2.905 0.270 0.015

Atoms 1-6, force components in eV/Å:
H -1.5 0.5 -1.1
H 0.5 -1.6 0.0
P 0.8 0.4 2.9
C 0.9 -2.2 -2.5
H -0.6 -1.9 -1.1
O 0.8 1.4 0.7

The calculation puts the LUMO energy (spin up / spin down) at 0.47 / -3.18 eV. The value obtained for the gap between HOMO and LUMO (spin up / spin down) is 6.1 / 6.5 eV. As for the spin multiplicity: 3.

3.
An isolated molecule of C13H16Si, computed with ωB97M-V/def2-TZVPD.

Element x y z (Å)
H 0.544 -4.176 1.445
C 0.044 -0.780 1.456
C 0.810 -3.073 1.384
H -1.236 -2.463 1.965
C 0.315 0.755 -3.396
H 2.135 0.912 -0.661
H 2.810 -3.573 0.863
C -0.995 0.132 1.582
C 1.248 -0.381 0.731
H 1.362 0.723 -3.343
H 0.415 2.878 -3.358
C -2.290 -0.145 2.231
C 2.332 -1.414 0.633
C 1.314 0.815 0.048
H 0.581 2.663 -0.353
H -1.038 2.359 -4.186
H -0.149 1.923 1.875
Si -0.667 1.172 -1.833
H -2.501 -1.269 2.109
H -2.444 0.131 3.252
H -2.041 0.958 -1.543
C -0.141 -2.191 1.665
H 3.271 -1.004 0.153
C 0.157 1.667 -0.130
C 2.109 -2.652 1.054
H -0.020 -0.206 -3.924
H -1.742 2.141 0.983
C -0.385 2.158 -3.401
C -0.752 1.568 1.053
H -3.047 0.373 1.649

Atoms 1-6, force components in eV/Å:
H 0.7 1.5 0.0
C 1.9 -2.1 -1.5
C 1.3 -3.2 0.4
H 2.5 0.0 -0.5
C -2.3 -2.1 0.5
H 0.0 0.2 0.2

The calculation puts the LUMO energy (spin up / spin down) at 0.87 / -1.27 eV. The value obtained for the gap between HOMO and LUMO (spin up / spin down) is 6.4 / 7.6 eV. As for the spin multiplicity: 3.

4.
A cluster of 2 separate species, C8H14N2S in total, computed with ωB97M-V/def2-TZVPD.

Element x y z (Å)
C 1.186 -1.270 -0.186
H -0.847 0.885 -0.348
H -2.738 1.389 2.751
N -1.659 -1.030 2.160
H 2.944 2.583 -4.025
C -0.109 -2.750 2.397
C -2.865 1.111 1.725
C -1.908 -0.050 1.318
H -0.571 -3.607 1.824
H 0.941 -2.923 2.544
H 3.757 3.396 -2.559
H 1.899 -0.386 -0.307
H 0.095 0.787 -2.732
H 1.183 -1.530 -1.221
H -3.826 0.592 1.768
H -2.966 1.954 1.073
C 2.921 2.814 -2.915
C -1.045 0.015 0.251
H -0.643 -2.547 3.380
H 1.613 -2.133 0.360
C 0.655 1.565 -3.108
H 0.760 1.612 -4.166
C -0.109 -0.969 0.441
N -0.506 -1.552 1.621
S 1.835 2.045 -2.047

Atoms 1-6, force components in eV/Å:
C 1.6 0.3 0.1
H -0.5 0.0 -0.5
H 0.6 0.4 0.5
N 1.3 0.5 -1.4
H -0.2 0.6 1.5
C -2.0 -0.1 -0.6

The calculation puts the LUMO energy (spin up / spin down) at 0.07 / 0.07 eV. The value obtained for the gap between HOMO and LUMO (spin up / spin down) is 7.9 / 7.9 eV.

5.
A structure of composition C18H31BF11NO20S4Zr, computed with ωB97M-V/def2-TZVPD.

Element x y z (Å)
F 21.557 -21.975 22.807
S 21.013 -18.875 29.722
C 19.567 -25.775 21.405
F 14.597 -27.369 21.484
O 20.995 -27.111 24.677
H 19.039 -26.584 24.897
C 19.054 -21.740 25.072
H 13.250 -23.009 26.308
H 19.476 -25.875 20.322
C 23.117 -22.708 24.473
O 22.475 -19.759 26.418
H 26.901 -23.710 26.754
O 20.675 -19.516 30.956
H 25.120 -20.789 26.852
C 13.818 -22.172 25.902
C 14.956 -26.110 21.775
Zr 21.171 -21.369 27.298
H 24.412 -24.279 26.283
O 16.831 -26.692 23.157
H 22.652 -22.873 27.527
O 21.975 -25.004 25.651
O 24.304 -23.216 24.579
O 19.881 -20.713 25.584
C 19.768 -27.234 25.384
O 21.283 -17.457 29.615
H 20.590 -25.457 21.616
H 15.389 -22.835 27.212
C 19.994 -26.892 26.868
O 18.255 -18.690 29.739
F 18.161 -20.010 27.786
H 23.783 -22.546 29.004
O 14.475 -19.053 25.678
F 22.237 -24.012 22.723
B 22.902 -22.179 28.370
H 26.600 -24.559 25.269
H 18.356 -24.939 23.001
C 16.447 -26.136 22.172
S 18.959 -18.814 28.489
C 18.474 -24.871 21.919
C 24.918 -23.407 25.866
C 24.805 -18.736 27.370
H 26.304 -20.132 28.073
H 26.425 -19.790 26.361
H 25.414 -17.895 27.685
C 18.927 -23.025 25.984
F 23.599 -22.357 22.206
H 26.929 -22.877 25.182
H 19.508 -21.971 24.101
H 18.040 -21.379 24.864
C 26.407 -23.617 25.791
C 22.603 -22.755 23.017
N 20.538 -19.715 28.458
H 24.670 -22.582 26.532
H 23.150 -21.153 28.008
S 22.111 -26.445 25.684
S 13.865 -19.788 26.747
F 22.100 -19.373 23.673
H 18.748 -23.964 25.446
O 21.441 -27.009 27.029
H 19.292 -28.213 25.324
H 13.951 -22.281 24.824
H 19.494 -26.796 21.784
F 22.560 -19.324 29.502
F 21.362 -17.697 24.795
H 19.720 -25.907 27.245
C 15.150 -21.939 26.643
O 14.995 -20.742 27.381
O 23.394 -27.057 25.529
C 22.481 -18.374 24.473
F 23.337 -17.605 23.810
O 18.896 -17.748 27.563
H 17.993 -22.899 26.549
F 14.709 -25.276 20.788
O 13.136 -19.105 27.757
F 14.231 -25.758 22.827
H 15.999 -21.734 25.985
C 23.059 -18.921 25.770
H 21.951 -21.969 28.916
O 17.226 -25.415 21.385
O 22.518 -22.136 25.359
C 25.716 -19.936 27.179
H 19.571 -27.628 27.545
O 13.016 -21.008 26.043
H 23.981 -18.960 28.042
H 18.489 -23.870 21.501
O 24.204 -18.420 26.077
O 19.988 -23.185 26.909

Atoms 1-6, force components in eV/Å:
F 0.1 0.1 0.2
S 6.5 0.0 3.5
C 0.6 -0.4 -0.4
F -0.2 0.1 -0.6
O 1.4 0.2 0.9
H 0.1 0.3 0.2

The calculation puts the LUMO energy at -1.06 eV. The value obtained for the gap between HOMO and LUMO is 8.1 eV.

6.
A structure of composition C29H39CdF6GeN4O4S2Si3, computed with ωB97M-V/def2-TZVPD.

Element x y z (Å)
C 2.895 -3.838 3.777
H 2.914 -2.387 0.087
F 3.870 -4.369 4.503
C 2.582 0.066 -4.095
H 0.509 3.421 1.126
H -1.300 4.017 -1.868
H -4.717 2.268 0.114
C 1.677 -2.476 -2.866
O 1.821 -1.803 5.035
Si 0.713 2.743 -1.265
H -4.981 4.300 1.339
H -1.755 2.449 -1.182
F -2.475 -4.087 3.673
Ge 1.203 0.440 -0.873
C -4.088 3.713 1.516
H 0.776 4.801 0.054
C -4.941 -0.364 -2.500
H 4.527 0.940 -1.854
N 0.216 -3.544 4.138
C 1.823 3.380 -2.625
F 3.399 -2.842 3.056
C -0.026 2.837 3.895
H 4.577 -2.037 0.549
C -4.331 0.364 -1.457
C 0.110 1.683 3.116
H 3.576 -0.084 -3.670
C 4.524 1.145 -0.783
C -1.845 2.133 1.920
F 2.418 -4.756 2.940
H 2.982 -0.267 2.581
C -1.044 2.954 -1.837
H 4.285 2.203 -0.643
H -3.192 -3.841 -3.509
H -3.316 5.033 3.008
H -5.822 0.057 -2.969
C -1.607 -3.778 -2.087
C -3.181 4.126 2.435
H -4.775 1.308 -1.228
H -1.237 4.561 4.218
H 1.723 4.469 -2.659
Si 3.331 0.052 0.147
O -0.939 -1.311 3.625
H 2.545 -0.474 -5.047
S -0.408 -2.559 3.127
H 4.088 -1.904 -1.149
O 1.654 -4.081 6.049
H -1.150 -4.713 -2.380
H 2.127 3.744 0.494
C -1.091 3.650 3.648
C -1.889 -3.538 2.626
C -2.685 -1.364 -1.240
C -2.042 3.316 2.661
F -2.734 -2.694 2.029
H -1.209 -0.186 -3.142
C -3.920 2.520 0.780
C 1.060 3.763 0.250
H 0.697 3.054 4.667
O 0.384 -2.370 1.886
C 3.413 0.512 1.946
H 1.575 -2.884 -1.862
H -0.685 -1.284 -4.419
H 4.460 0.637 2.237
H 1.041 -3.063 -3.535
F -1.543 -4.481 1.755
C 3.767 -1.736 -0.118
S 1.574 -3.213 4.922
C -0.402 -0.397 -3.846
H 2.895 1.453 2.140
H 1.524 2.987 -3.598
C -3.212 -0.085 -0.768
C -2.816 1.692 0.918
H -4.936 -2.126 -3.712
H -0.340 0.447 -4.538
H 2.715 -2.625 -3.171
H 5.535 0.974 -0.398
H 2.876 3.139 -2.469
Si 1.250 -0.650 -2.999
H 2.459 1.128 -4.300
N -0.737 1.372 2.161
H -0.174 -3.361 -0.510
H -1.167 2.543 -2.842
C -1.047 -3.017 -1.052
C -4.462 -1.563 -2.919
H 0.925 0.993 3.289
C -3.303 -2.073 -2.289
N -1.557 -1.873 -0.664
Cd -0.680 -0.511 0.938
C -2.725 -3.296 -2.697
N -2.533 0.519 0.260

Atoms 1-6, force components in eV/Å:
C -0.1 0.0 0.1
H 0.0 0.0 0.0
F 0.1 -0.1 0.0
C 0.2 0.1 -0.1
H 0.0 0.0 0.0
H 0.0 0.0 0.0

The calculation puts the LUMO energy (spin up / spin down) at -0.35 / -2.27 eV. The value obtained for the gap between HOMO and LUMO (spin up / spin down) is 6.9 / 5.0 eV. As for the spin multiplicity: 2.

7.
An isolated molecule of C9H8ClFO2S, computed with ωB97M-V/def2-TZVPD.

Element x y z (Å)
Cl 0.552 2.886 -0.206
C -0.297 0.442 -0.983
H -3.286 0.508 1.494
C -1.202 -0.613 -0.888
H 1.530 -2.007 -0.540
C 0.871 0.365 -1.904
C 1.318 -0.880 1.276
S 2.460 0.180 -1.000
H 1.449 0.289 2.777
C -2.461 0.490 0.799
H 3.057 -1.669 0.329
H -2.934 -1.460 0.011
H 0.997 1.290 -2.467
O 0.254 -1.337 1.599
F -1.019 -1.688 -1.683
C -2.276 -0.608 -0.021
C 2.085 -1.271 0.039
H 0.780 -0.476 -2.590
H -1.730 2.423 1.372
O 1.963 0.038 1.995
C -0.523 1.535 -0.147
C -1.590 1.563 0.737

Atoms 1-6, force components in eV/Å:
Cl 0.0 0.2 0.0
C -0.2 -0.1 -0.1
H -0.1 0.0 0.1
C -0.1 0.4 0.1
H 0.0 0.0 0.2
C 0.5 -0.3 0.1

Its SMILES is O=C(O)CSCc1c(F)cccc1Cl. The calculation puts the LUMO energy at 0.62 eV. The value obtained for the gap between HOMO and LUMO is 9.4 eV.

8.
A cluster of 2 separate species, C6H7PS in total, computed with ωB97M-V/def2-TZVPD.

Element x y z (Å)
S -4.310 -0.812 -1.175
C 1.226 -0.006 -1.228
H 1.912 0.440 -1.919
H -0.400 1.282 -1.799
C -0.375 -0.860 0.955
P -2.486 0.841 0.547
C -0.043 0.534 -1.055
C 0.888 -1.403 0.710
C -0.825 0.262 0.190
H 1.241 -2.010 1.430
H -0.937 -1.077 1.882
H -2.348 1.483 1.895
H -2.731 2.024 -0.146
H 2.637 -1.433 -0.487
C 1.666 -1.011 -0.320

Atoms 1-6, force components in eV/Å:
S 0.5 0.5 0.6
C -0.9 -0.7 1.7
H 0.0 -0.2 -0.7
H 0.2 -0.5 0.9
C -0.4 2.6 0.0
P -1.0 -0.1 0.9

The calculation puts the LUMO energy (spin up / spin down) at -1.88 / -1.83 eV. The value obtained for the gap between HOMO and LUMO (spin up / spin down) is 6.8 / 6.8 eV.

It is found that the molar mass values, taken in the order of the records, are 279.06; 202.92; 200.36; 170.28; 1020.72; 955.06; 234.68; 142.16 g mol⁻¹.